The following is a DFT calculation (the ωB97M-V functional and the def2-TZVPD basis) of a 8-piece molecular cluster, C26H72F6N6O12S2 overall in a non-equilibrium geometry.

Cartesian coordinates (Å):
S -10.7852 18.8817 -14.0850
S -11.2849 12.5963 -10.3196
F -13.8111 12.4620 -11.2580
F -13.5334 14.1580 -9.9670
F -12.5683 14.0960 -12.0643
F -11.1688 16.2353 -13.5736
F -9.6019 17.0371 -12.5317
F -11.6024 17.5158 -11.9097
O -10.2151 19.9750 -13.2740
O -12.1200 19.2107 -14.5813
O -12.3550 17.8913 -8.6108
O -12.9359 16.6469 -17.7842
O -11.6296 11.6635 -9.2331
O -10.4172 13.6986 -9.8411
O -15.1619 18.4798 -11.6006
O -9.9353 18.5243 -15.2314
O -13.6039 23.3730 -14.3000
O -8.7427 23.0788 -11.5918
O -10.7196 11.7706 -11.4032
O -7.5794 20.8506 -15.8342
N -7.4925 25.6997 -10.8997
N -15.5429 25.2089 -13.5794
N -7.0946 17.9705 -15.8430
N -14.8741 20.2912 -14.1401
N -11.2153 18.8965 -17.7726
N -13.6362 20.5459 -8.9289
C -14.9175 18.1593 -12.9158
C -13.6232 24.5841 -14.9858
C -11.5306 16.4247 -18.0757
C -15.6327 18.9950 -13.9843
C -4.7163 18.3580 -15.4055
C -11.9505 21.2515 -10.5944
C -12.3870 22.6686 -14.2414
C -7.0639 24.4096 -10.1932
C -12.6403 19.9883 -9.9458
C -6.0696 18.9604 -15.1254
C -11.6755 18.9951 -9.3164
C -8.0378 22.1914 -12.4812
C -12.9336 13.4065 -10.9572
C -8.1369 23.2924 -10.3295
C -13.5116 15.6746 -16.8462
C -9.3707 17.4654 -18.9368
C -6.7124 24.7164 -8.6717
C -7.7234 22.0744 -16.5004
C -10.8634 17.6710 -18.6319
C -6.2180 20.3073 -15.8719
C -11.6787 16.6937 -8.5472
C -15.3038 26.2767 -15.8825
C -14.7228 17.4097 -10.7733
C -15.5767 18.2594 -15.3712
C -10.7699 17.3281 -12.9060
C -15.0868 25.0022 -15.0609
H -11.4852 23.1452 -13.8572
H -7.6872 22.3660 -9.9721
H -6.7211 26.3438 -10.7988
H -8.7390 17.5016 -18.0492
H -16.2150 18.6861 -16.1449
H -14.2368 19.7991 -8.6100
H -9.1792 16.5225 -19.4489
H -15.4044 16.5676 -10.8935
H -16.2319 17.3893 -15.3314
H -15.2608 24.4429 -12.9847
H -16.6286 19.2707 -13.6376
H -12.1412 22.3788 -15.2630
H -6.9202 17.8516 -16.8307
H -8.3626 26.0356 -10.5120
H -16.5434 25.0743 -13.5493
H -7.6386 25.5029 -11.8795
H -12.5923 21.9604 -11.1175
H -5.9878 25.5278 -8.6037
H -4.6317 17.3009 -15.1532
H -10.8275 18.8194 -16.8432
H -14.6806 17.5681 -9.6957
H -7.0553 17.0358 -15.4622
H -8.0450 21.2401 -11.9491
H -13.7527 16.9821 -11.0265
H -14.5991 15.7343 -16.8890
H -12.3600 15.8463 -8.4714
H -7.1690 22.7914 -15.8948
H -11.4066 17.7967 -19.5685
H -8.0602 18.1681 -15.6227
H -13.1300 15.9379 -15.8597
H -14.6994 27.0746 -15.4511
H -9.0782 23.5616 -9.8504
H -13.1822 24.6076 -15.9824
H -12.5596 21.7686 -13.6512
H -13.3128 14.6039 -16.8914
H -5.5418 21.1039 -15.5617
H -15.2089 20.9334 -13.4360
H -15.2714 17.1395 -13.0670
H -15.7455 24.2187 -15.4356
H -6.2265 24.1100 -10.8234
H -13.1812 21.0255 -8.1654
H -6.2937 19.0999 -14.0679
H -5.8423 20.2155 -16.8910
H -15.2352 26.0904 -13.1944
H -11.5021 15.5946 -18.7815
H -13.8802 18.0335 -13.2264
H -11.4970 21.9951 -9.9390
H -8.6821 22.1291 -13.3582
H -6.2906 23.8452 -8.1706
H -8.7950 22.2575 -16.4210
H -12.2115 19.0507 -17.7111
H -15.0138 20.8594 -14.9633
H -10.9350 18.7330 -10.0721
H -10.9188 16.7257 -7.7664
H -16.3397 26.6152 -15.9062
H -11.0254 16.0804 -17.1733
H -14.2884 21.2137 -9.3147
H -4.3806 18.2020 -16.4307
H -11.0471 19.4077 -8.5270
H -13.8852 20.1993 -13.9566
H -7.3846 21.9447 -17.5282
H -10.8390 19.7571 -18.1439
H -7.5692 25.0680 -8.0968
H -11.1372 21.0526 -11.2923
H -12.9616 25.2852 -14.4768
H -11.1395 16.3972 -9.4469
H -14.6014 18.0213 -15.7958
H -7.0066 22.4091 -12.7593
H -15.0850 26.0679 -16.9297
H -8.9759 18.2545 -19.5769
H -3.9092 18.8623 -14.8742
H -13.2363 19.6014 -10.7724

The molecular weight is 839.01 g mol⁻¹. As for the spin multiplicity: 1. As for the net charge: +4. The calculation puts the HOMO-LUMO gap at 2.68 eV. The HOMO energy comes out at -12.5343 eV. The value obtained for the relative energy (zero: lowest compared OMol25 entry of this formula, charge and spin) is 7.642 eV. The value obtained for the total energy is -3659.21721 Eh.